[1]
{
  "formula": "C11H13IOS",
  "method": "ωB97M-V/def2-TZVPD",
  "spin_multiplicity": 1,
  "relative_energy_kj_mol": 315.3,
  "gap_ev": [7.668, 7.382],
  "e_homo_ha": [-0.30758, -0.30421],
  "mol_weight_da": 320.2,
  "lumo_energy_ev": [-0.70, -0.90],
  "e_tot_ha": -1197.77417,
  "symbols": ["C", "C", "C", "C", "C", "C", "C", "C", "C", "C", "C", "O", "S", "I", "H", "H", "H", "H", "H", "H", "H", "H", "H", "H", "H", "H", "H"],
  "coordinates": [[-0.865922, -0.288283, 0.220764], [-1.874681, -1.282049, -0.191199], [-0.040221, -2.906274, -0.705588], [0.436627, -0.479768, 0.276486], [2.031153, 0.203118, 2.036373], [-3.253838, -1.200872, -0.174088], [-4.136545, -2.332522, -0.500671], [1.988445, 1.217291, -1.698179], [0.789485, 2.063622, 0.930190], [2.569657, 0.794270, -0.324094], [1.443847, 0.577159, 0.688769], [1.959458, -0.930630, 2.362450], [1.261893, -2.092808, -0.331120], [-4.198616, 0.759856, -0.044126], [-1.272038, 0.750886, 0.476018], [2.623152, 0.941200, 2.565109], [-4.959864, -2.360147, 0.144710], [-3.678208, -3.366433, -0.517035], [-4.497371, -2.324421, -1.501344], [0.948760, 1.488303, -1.570975], [2.666666, 1.824772, -2.298530], [1.689135, 0.298340, -2.313797], [0.359452, 2.482682, 0.017082], [0.025239, 2.031063, 1.727134], [1.499193, 2.729876, 1.190339], [3.232263, -0.171234, -0.493076], [3.252886, 1.573013, 0.028392]],
  "forces_ev_per_a": [[-1.8, 0.3, -0.5], [-0.9, 0.7, 0.7], [-2.3, -1.0, -0.5], [1.6, 0.8, -0.2], [0.1, 0.2, -2.1], [4.1, -0.1, -0.7], [0.9, -1.8, -0.5], [-0.7, -2.7, -0.5], [-2.4, -3.4, -1.0], [1.2, -1.5, -1.4], [-0.9, 2.7, 0.7], [0.2, -1.8, 1.7], [-0.9, 1.9, 0.9], [0.3, -0.8, 0.1], [0.6, -1.6, -0.2], [0.2, 0.6, 0.5], [-1.4, -0.1, 1.0], [0.2, 1.3, 0.7], [-0.6, 0.7, -1.0], [0.1, 1.5, -0.1], [-0.5, 0.2, 0.2], [1.2, 0.7, 0.6], [-0.2, -0.4, 0.2], [0.3, 0.0, -0.4], [2.7, 2.0, 1.2], [-1.3, 1.8, 0.6], [-0.1, -0.1, 0.1]],
  "lowdin_charge": [-0.169, -0.091, -0.333, -0.379, -0.227, -0.696, -0.187, -0.090, -0.012, -0.225, -0.468, 0.073, 0.917, 0.771, 0.088, 0.136, 0.043, 0.110, 0.064, 0.052, 0.078, 0.091, 0.080, 0.097, 0.034, 0.132, 0.111]
}

***

[2]
{
  "formula": "C7H15ClS",
  "method": "ωB97M-V/def2-TZVPD",
  "spin_multiplicity": 1,
  "relative_energy_kj_mol": 54.7,
  "gap_ev": 8.688,
  "e_homo_ha": -0.29240,
  "mol_weight_da": 166.7,
  "lumo_energy_ev": 0.73,
  "e_tot_ha": -1134.01991,
  "symbols": ["C", "C", "C", "C", "C", "C", "C", "S", "Cl", "H", "H", "H", "H", "H", "H", "H", "H", "H", "H", "H", "H", "H", "H", "H"],
  "coordinates": [[2.265617, 1.586618, 1.402698], [-1.534426, 0.984351, 0.117705], [-1.934041, -1.484876, 0.189032], [-0.802942, -0.457667, -1.792229], [0.323281, -0.603968, 0.477751], [1.999483, 0.916160, 0.096923], [-0.962714, -0.380182, -0.274859], [1.188576, -2.116687, 0.277156], [3.297566, -0.023290, -0.541510], [2.680837, 0.887776, 2.124964], [1.340432, 2.002567, 1.796618], [2.977232, 2.407262, 1.272461], [-2.503138, 1.130037, -0.353784], [-0.869709, 1.783099, -0.198105], [-1.662613, 1.048102, 1.195297], [-2.043860, -1.463253, 1.270859], [-2.911153, -1.339768, -0.262634], [-1.555456, -2.463392, -0.095684], [-0.463754, -1.444032, -2.103037], [-0.092078, 0.285188, -2.145705], [-1.761130, -0.273084, -2.273210], [0.239076, -0.409949, 1.541072], [1.549874, 1.538489, -0.669229], [1.235032, -2.109497, -1.052546]],
  "forces_ev_per_a": [[0.1, 0.0, -0.1], [0.1, -0.2, -0.1], [0.1, 0.2, -0.2], [0.1, 0.0, 0.2], [2.8, 1.5, -0.4], [-2.7, -1.6, 0.2], [-0.3, 0.0, 0.0], [-0.2, -0.4, 0.4], [0.3, 0.2, -0.1], [0.0, -0.1, 0.1], [-0.1, 0.0, 0.0], [0.1, 0.0, 0.1], [-0.1, 0.1, 0.0], [0.1, 0.2, 0.0], [0.0, 0.0, 0.2], [-0.1, 0.0, 0.1], [-0.2, 0.0, -0.1], [0.0, -0.1, 0.0], [0.0, 0.0, -0.1], [0.1, 0.1, -0.1], [-0.1, 0.0, -0.1], [-0.1, 0.0, 0.1], [0.1, 0.0, 0.0], [0.1, 0.0, -0.2]],
  "lowdin_charge": [-0.185, -0.055, -0.074, -0.059, -0.507, -0.678, -0.682, 0.743, 0.584, 0.073, 0.070, 0.074, 0.084, 0.076, 0.085, 0.086, 0.084, 0.061, 0.066, 0.083, 0.087, 0.069, 0.048, -0.131]
}